(1)
The following is a DFT calculation (wB97M-V/def2-TZVPD) of one molecule with the formula C2H3BrClF at a distorted geometry.

```
8
Properties=species:S:1:pos:R:3
C 0.3686 -0.6688 -0.3809
C -0.2040 0.5289 0.3175
F 0.1735 1.7581 -0.4164
Cl 0.3081 0.6993 1.9774
Br -2.1558 0.5807 0.1536
H -0.1895 -1.5567 -0.0785
H 0.2822 -0.5383 -1.4607
H 1.4169 -0.8032 -0.1121
```

Output
Multiplicity: 1
Highest occupied orbital energy, eV: -10.78

(2)
The following is a DFT calculation (wB97M-V/def2-TZVPD) of one molecule with the formula C2H3BrClNO2 at a distorted geometry.

```
10
Properties=species:S:1:pos:R:3
C 0.1502 -0.1540 -0.1587
C 0.8716 2.2438 -2.7102
N 0.4173 1.8436 -1.5949
O -0.2069 2.4602 -0.7236
O 0.4492 0.4069 -1.4496
Cl 0.6153 3.8698 -3.1443
Br 1.6400 0.9453 -3.9100
H -0.6155 0.2784 0.5577
H 1.1258 -0.1125 0.2813
H 0.1146 -1.2247 -0.3560
```

Output
Multiplicity: 1
Highest occupied orbital energy, eV: -9.10

(3)
The following is a DFT calculation (wB97M-V/def2-TZVPD) of one molecule with the formula C2H3BrF2 at a distorted geometry.

```
8
Properties=species:S:1:pos:R:3
C -0.8102 0.2822 0.1573
C 0.5698 -0.1564 -0.2531
F 0.7420 -0.7237 -1.3890
F 0.8083 -1.3452 0.7953
Br 2.1824 0.9620 -0.0592
H -1.3784 -0.6503 0.0714
H -0.7960 0.6078 1.1857
H -1.3180 1.0236 -0.5085
```

Output
Multiplicity: 1
Highest occupied orbital energy, eV: -11.02

(4)
The following is a DFT calculation (wB97M-V/def2-TZVPD) of one molecule with the formula C2H3BrFN3 at a distorted geometry.

```
10
Properties=species:S:1:pos:R:3
C 0.0402 0.5219 0.5687
C 0.4538 -1.8865 -0.2801
N -0.7319 -0.5962 1.1333
N -0.5265 -1.6615 0.5997
N 0.9837 0.1627 -0.3625
F 1.4141 -2.7554 -0.0435
Br 2.9451 0.1875 0.0159
H -0.8899 1.0010 0.1695
H 0.3997 1.1725 1.4096
H 0.1604 -1.9210 -1.2679
```

Output
Multiplicity: 1
Highest occupied orbital energy, eV: -9.31